Version a
Density functional theory data (wB97M-V/def2-TZVPD) for an isolated molecule of C5H11NS.

Positions of all 18 atoms, in Å:
C (-1.028, 1.853, -0.015)
C (-0.354, 0.727, 0.813)
C (0.338, -0.293, -0.086)
C (1.196, -1.323, 0.654)
S (0.254, -2.466, 1.749)
C (0.675, 0.006, -1.480)
N (-0.431, -0.931, -1.159)
H (-0.289, 2.596, -0.294)
H (-1.685, 2.437, 0.659)
H (-1.563, 1.491, -0.917)
H (0.349, 1.177, 1.499)
H (-1.065, 0.096, 1.398)
H (1.954, -0.982, 1.348)
H (1.730, -1.934, -0.052)
H (-0.777, -2.569, 0.892)
H (0.405, 1.009, -1.832)
H (1.605, -0.419, -1.922)
H (-1.316, -0.476, -1.255)

SMILES string = CC[C@]1(CS)CN1
M = 117.22 g/mol
HOMO-LUMO gap = 9.82 eV
HOMO = -0.3251 hartree

Atom charges from the natural (NBO) analysis, given in e for atoms 1 to 4: -0.620 -0.412 0.062 -0.490

Version b
Density functional theory data (wB97M-V/def2-TZVPD) for an isolated molecule of C5H11NS.

Positions of all 18 atoms, in Å:
C (1.680, -1.218, 0.476)
C (0.661, -0.895, -0.528)
C (-0.259, 0.305, -0.213)
C (-1.686, 0.226, -0.677)
S (-2.969, -0.446, 0.301)
C (0.483, 1.654, -0.251)
N (-0.138, 1.228, 1.049)
H (2.637, -0.506, 0.711)
H (2.168, -2.129, 0.268)
H (1.032, -1.380, 1.506)
H (1.024, -0.825, -1.658)
H (-0.125, -1.658, -0.421)
H (-1.703, -0.392, -1.609)
H (-2.024, 1.178, -1.035)
H (-3.026, 0.069, 1.534)
H (1.569, 1.568, -0.334)
H (0.029, 2.389, -0.727)
H (0.646, 0.833, 1.609)

SMILES string = CC[C@]1(CS)CN1
M = 117.22 g/mol
HOMO-LUMO gap = 9.86 eV
HOMO = -0.3279 hartree

Atom charges from the natural (NBO) analysis, given in e for atoms 1 to 4: -0.615 -0.435 0.080 -0.564

Result of the stability comparison: version b is the least stable of them.

Version a
Density functional theory data (wB97M-V/def2-TZVPD) for the ion C5H6N with charge +1.

Positions of all 12 atoms, in Å:
C (-2.035, 0.368, -0.103)
C (0.117, -1.438, -0.164)
C (0.527, 1.081, -0.511)
C (-0.609, 0.787, 0.436)
C (0.764, -0.152, 0.261)
N (-1.233, -0.605, -0.040)
H (0.095, -2.239, 0.567)
H (0.224, -1.776, -1.190)
H (0.299, 1.014, -1.569)
H (1.135, 1.940, -0.259)
H (-0.705, 1.158, 1.451)
H (1.423, -0.137, 1.119)

Total charge = +1
M = 80.11 g/mol
HOMO-LUMO gap = 10.94 eV
HOMO = -0.5766 hartree

Atom charges from the natural (NBO) analysis, given in e for atoms 1 to 4: 0.467 -0.144 -0.401 -0.191

Version b
Density functional theory data (wB97M-V/def2-TZVPD) for a structure of composition C5H6N.

Positions of all 12 atoms, in Å:
C (2.214, -0.601, 0.274)
C (0.128, -1.237, -0.370)
C (1.479, 0.588, 0.027)
C (-1.196, 0.198, 0.119)
C (-1.051, -1.300, 0.268)
N (0.125, 0.258, -0.667)
H (1.095, 0.887, 1.056)
H (1.921, 1.435, -0.577)
H (-2.029, 0.529, -0.413)
H (-1.005, 0.738, 1.006)
H (-1.526, -2.029, 0.847)
H (-0.154, 0.535, -1.569)

Total charge = +1
M = 80.11 g/mol
HOMO-LUMO gap (spin up / spin down) = 8.10 / 8.69 eV
HOMO (spin up / spin down) = -0.5285 / -0.5398 hartree

Atom charges from the natural (NBO) analysis, given in e for atoms 1 to 4: 0.452 0.167 -0.590 -0.188

Result of the stability comparison: version b is the least stable of them.

Version a
Density functional theory data (wB97M-V/def2-TZVPD) for a cluster of 3 separate species, C5H12O2 in total.

Positions of all 19 atoms, in Å:
C (1.502, 1.457, -1.250)
C (1.148, 0.170, -1.306)
C (-0.090, -0.402, -0.835)
C (-1.040, 0.299, -0.198)
C (-2.476, -0.054, 0.024)
H (2.416, 1.855, -1.670)
H (0.952, 2.295, -0.841)
H (1.946, -0.477, -1.657)
H (-0.191, -1.475, -0.953)
H (-0.775, 1.316, 0.068)
H (-2.859, -0.847, -0.631)
H (-3.145, 0.758, -0.304)
H (-2.693, -0.258, 1.077)
O (2.021, -1.755, 0.462)
H (1.905, -2.144, -0.416)
H (2.836, -1.227, 0.529)
O (-0.711, 0.380, 2.881)
H (-0.025, 0.688, 2.288)
H (-0.720, -0.582, 2.730)

SMILES string = C=C/C=C/C.O.O
M = 104.15 g/mol
HOMO-LUMO gap = 9.26 eV
HOMO = -0.3146 hartree

Atom charges from the natural (NBO) analysis, given in e for atoms 1 to 4: -0.392 -0.209 -0.248 -0.133

Version b
Density functional theory data (wB97M-V/def2-TZVPD) for an isolated molecule of C5H12O2.

Positions of all 19 atoms, in Å:
C (2.399, -0.038, 0.665)
C (1.063, -0.598, 0.202)
O (0.959, -0.697, -1.217)
C (-0.204, 0.364, 0.722)
C (-1.535, -0.204, 0.315)
C (-2.018, 0.843, -0.874)
O (-1.588, -1.521, -0.095)
H (2.474, -0.090, 1.749)
H (3.226, -0.599, 0.226)
H (2.504, 1.006, 0.363)
H (0.942, -1.620, 0.576)
H (1.487, -0.015, -1.652)
H (-0.129, 0.410, 1.806)
H (0.066, 1.345, 0.337)
H (-2.263, -0.105, 1.126)
H (-1.472, 0.575, -1.776)
H (-3.085, 0.679, -1.007)
H (-1.882, 1.896, -0.641)
H (-0.945, -1.629, -0.823)

SMILES string = C[C@H](O)C[C@@H](C)O
M = 104.15 g/mol
HOMO-LUMO gap = 10.46 eV
HOMO = -0.3528 hartree

Atom charges from the natural (NBO) analysis, given in e for atoms 1 to 4: -0.644 0.113 -0.753 -0.445

Version c
Density functional theory data (wB97M-V/def2-TZVPD) for a structure of composition C5H12O2.

Positions of all 19 atoms, in Å:
C (-2.588, -0.229, -0.390)
C (-1.316, -0.007, 0.425)
C (-0.071, -0.039, -0.453)
O (-0.082, 0.968, -1.454)
C (1.238, 0.155, 0.294)
C (2.467, -0.286, -0.275)
O (1.172, 1.050, 1.263)
H (-2.697, 0.531, -1.171)
H (-2.576, -1.210, -0.880)
H (-3.472, -0.187, 0.255)
H (-1.360, 0.959, 0.949)
H (-1.197, -0.778, 1.194)
H (-0.002, -0.993, -0.985)
H (-0.315, 1.803, -1.025)
H (0.990, -1.400, 1.335)
H (3.393, 0.071, 0.171)
H (1.881, -1.209, 0.550)
H (2.464, -0.494, -1.339)
H (2.071, 1.295, 1.536)

M = 104.15 g/mol
HOMO-LUMO gap = 7.79 eV
HOMO = -0.2653 hartree

Atom charges from the natural (NBO) analysis, given in e for atoms 1 to 4: -0.606 -0.433 0.020 -0.694

Result of the stability comparison: version c is the least stable of them.

Version a
Density functional theory data (wB97M-V/def2-TZVPD) for an isolated molecule of C5H12O2.

Positions of all 19 atoms, in Å:
C (2.366, 0.175, 1.301)
C (0.929, 0.643, 1.077)
C (0.279, -0.078, -0.105)
O (0.282, -1.481, 0.082)
C (-1.164, 0.361, -0.404)
C (-1.585, -0.092, -1.826)
O (-2.024, -0.299, 0.521)
H (2.391, -0.906, 1.464)
H (2.990, 0.395, 0.426)
H (2.819, 0.668, 2.168)
H (0.327, 0.467, 1.980)
H (0.908, 1.725, 0.889)
H (0.866, 0.118, -1.011)
H (-0.486, -1.644, 0.657)
H (-1.282, 1.447, -0.279)
H (-1.061, -1.018, -2.095)
H (-2.667, -0.300, -1.964)
H (-1.353, 0.696, -2.538)
H (-2.582, -0.692, -0.152)

SMILES string = CC[C@@H](O)[C@@H](C)O
M = 104.15 g/mol
HOMO-LUMO gap = 11.05 eV
HOMO = -0.3724 hartree

Atom charges from the natural (NBO) analysis, given in e for atoms 1 to 4: -0.607 -0.419 0.080 -0.727

Version b
Density functional theory data (wB97M-V/def2-TZVPD) for a cluster of 2 separate species, C5H12O2 in total.

Positions of all 19 atoms, in Å:
C (-1.689, 1.139, 1.505)
C (-0.639, 0.033, 1.516)
C (0.501, 0.406, 0.604)
O (1.306, -0.667, 0.133)
C (0.452, 0.027, -0.809)
C (1.204, 0.690, -1.928)
H (-1.238, 2.094, 1.798)
H (-2.096, 1.257, 0.495)
H (-2.519, 0.933, 2.186)
H (-0.258, -0.143, 2.529)
H (-1.062, -0.917, 1.165)
H (1.074, 1.289, 0.891)
H (-0.413, -0.571, -1.106)
H (2.190, 0.986, -1.566)
H (1.349, -0.036, -2.735)
H (0.697, 1.566, -2.346)
O (0.010, -2.887, -0.738)
H (0.496, -2.295, -0.137)
H (0.512, -2.799, -1.558)

SMILES string = CC[C@H]1O[C@@H]1C.O
M = 104.15 g/mol
HOMO-LUMO gap = 11.55 eV
HOMO = -0.3879 hartree

Atom charges from the natural (NBO) analysis, given in e for atoms 1 to 4: -0.605 -0.427 0.068 -0.530

Version c
Density functional theory data (wB97M-V/def2-TZVPD) for an isolated molecule of C5H12O2.

Positions of all 19 atoms, in Å:
C (-1.552, -0.959, -1.887)
C (-1.308, -0.678, -0.400)
C (0.096, -0.104, -0.345)
O (0.128, 1.008, -1.171)
C (0.520, 0.314, 1.217)
C (1.968, 0.025, 1.508)
O (0.310, 1.855, 0.900)
H (-1.543, -0.057, -2.539)
H (-0.756, -1.605, -2.251)
H (-2.502, -1.423, -2.033)
H (-2.101, -0.012, -0.013)
H (-1.319, -1.605, 0.233)
H (0.968, -0.739, -0.815)
H (-0.526, 1.712, -0.990)
H (-0.075, -0.151, 2.076)
H (2.553, 0.421, 0.719)
H (2.335, 0.539, 2.427)
H (2.193, -1.035, 1.677)
H (0.452, 2.376, 1.733)

SMILES string = CC[C@@H](O)[C@@H](C)O
M = 104.15 g/mol
HOMO-LUMO gap = 10.42 eV
HOMO = -0.3493 hartree

Atom charges from the natural (NBO) analysis, given in e for atoms 1 to 4: -0.605 -0.437 0.112 -0.722

Version d
Density functional theory data (wB97M-V/def2-TZVPD) for a cluster of 2 separate species, C5H12O2 in total.

Positions of all 19 atoms, in Å:
C (-2.113, 1.602, 0.933)
C (-1.535, 0.249, 0.526)
C (-0.050, 0.197, 0.346)
O (0.501, -0.436, 1.488)
C (0.385, -0.435, -0.980)
C (1.916, -0.577, -1.083)
O (2.343, -1.564, -0.140)
H (-3.201, 1.601, 1.029)
H (-1.733, 1.840, 1.951)
H (-1.802, 2.451, 0.311)
H (-1.781, -1.340, -1.094)
H (-1.913, -0.559, 1.133)
H (0.306, 1.247, 0.349)
H (1.151, -1.090, 1.180)
H (0.013, 0.157, -1.820)
H (-0.425, -1.373, -1.163)
H (2.465, 0.370, -0.885)
H (2.183, -0.879, -2.102)
H (3.289, -1.462, 0.022)

M = 104.15 g/mol
HOMO-LUMO gap (spin up / spin down) = 7.94 / 9.25 eV
HOMO (spin up / spin down) = -0.3019 / -0.3248 hartree

Atom charges from the natural (NBO) analysis, given in e for atoms 1 to 4: -0.684 -0.044 -0.010 -0.738

Result of the stability comparison: version d is the least stable of them.

Version a
Density functional theory data (wB97M-V/def2-TZVPD) for a cluster of 3 separate species, C5H12O2 in total.

Positions of all 19 atoms, in Å:
C (-1.109, 0.182, -1.800)
C (-1.337, -0.467, -0.657)
C (-1.579, -1.957, -0.638)
C (-2.405, -2.532, 0.474)
C (-2.530, -2.164, 1.746)
H (-0.966, 1.241, -1.724)
H (-0.963, -0.349, -2.731)
H (-1.514, 0.106, 0.253)
H (-0.617, -2.459, -0.521)
H (-1.992, -2.252, -1.587)
H (-2.835, -3.497, 0.221)
H (-3.099, -2.806, 2.410)
H (-2.117, -1.261, 2.165)
O (2.094, 1.462, 0.637)
H (2.894, 1.006, 0.344)
H (1.377, 0.857, 0.374)
O (4.804, 3.790, 0.056)
H (4.163, 4.485, -0.144)
H (4.439, 3.282, 0.793)

SMILES string = C=CCC=C.O.O
M = 104.15 g/mol
HOMO-LUMO gap = 10.37 eV
HOMO = -0.3545 hartree

Atom charges from the natural (NBO) analysis, given in e for atoms 1 to 4: -0.397 -0.176 -0.497 -0.155

Version b
Density functional theory data (wB97M-V/def2-TZVPD) for an isolated molecule of C5H12O2.

Positions of all 19 atoms, in Å:
C (-2.552, 0.142, -0.707)
O (-1.258, -0.369, -0.580)
C (-0.327, 0.641, -0.263)
C (0.999, -0.033, -0.101)
C (2.069, 1.037, 0.283)
C (0.742, -1.264, 0.870)
O (0.307, -2.463, 0.257)
H (-2.577, 0.919, -1.483)
H (-3.202, -0.684, -0.994)
H (-2.898, 0.578, 0.242)
H (-0.323, 1.423, -1.034)
H (-0.592, 1.109, 0.705)
H (1.330, -0.489, -1.044)
H (3.097, 0.653, 0.329)
H (1.862, 1.529, 1.242)
H (2.093, 1.845, -0.470)
H (1.771, -1.309, 1.157)
H (0.028, -1.024, 1.685)
H (-0.571, -2.240, -0.093)

SMILES string = COC[C@@H](C)CO
M = 104.15 g/mol
HOMO-LUMO gap = 10.74 eV
HOMO = -0.3594 hartree

Atom charges from the natural (NBO) analysis, given in e for atoms 1 to 4: -0.243 -0.562 -0.058 -0.265

Result of the stability comparison: version a is the least stable of them.

Version a
Density functional theory data (wB97M-V/def2-TZVPD) for an isolated molecule of C5H12O2.

Positions of all 19 atoms, in Å:
C (-2.241, 1.557, -0.339)
O (-1.420, 0.453, -0.529)
C (-0.220, 0.716, 0.116)
C (0.799, -0.390, -0.278)
C (2.158, 0.019, 0.269)
C (0.486, -1.850, 0.171)
O (-0.651, -2.428, -0.426)
H (-2.594, 1.622, 0.705)
H (-1.457, 2.474, -0.457)
H (-3.106, 1.392, -1.011)
H (-0.078, 1.955, -0.155)
H (-0.362, 0.763, 1.214)
H (0.819, -0.435, -1.376)
H (2.952, -0.651, -0.072)
H (2.151, 0.004, 1.367)
H (2.387, 1.038, -0.055)
H (1.328, -2.497, -0.132)
H (0.439, -1.918, 1.273)
H (-1.389, -1.822, -0.285)

SMILES string = COC[C@@H](C)CO
M = 104.15 g/mol
HOMO-LUMO gap = 10.96 eV
HOMO = -0.3679 hartree

Atom charges from the natural (NBO) analysis, given in e for atoms 1 to 4: -0.246 -0.549 -0.039 -0.283

Version b
Density functional theory data (wB97M-V/def2-TZVPD) for an isolated molecule of C5H12O2.

Positions of all 19 atoms, in Å:
C (2.594, -0.565, 0.564)
C (1.611, 0.039, -0.436)
C (0.179, -0.200, 0.030)
O (0.055, 0.352, 1.330)
C (-0.890, 0.343, -0.921)
C (-2.295, 0.057, -0.406)
O (-2.554, 0.909, 0.715)
H (3.635, -0.362, 0.294)
H (2.403, -0.153, 1.559)
H (2.463, -1.653, 0.623)
H (1.756, -0.394, -1.435)
H (1.770, 1.122, -0.518)
H (0.026, -1.295, 0.094)
H (-0.779, 0.843, 1.360)
H (-0.770, -0.113, -1.912)
H (-0.776, 1.428, -1.044)
H (-2.368, -1.000, -0.112)
H (-3.051, 0.241, -1.181)
H (-3.009, 0.401, 1.393)

SMILES string = CC[C@@H](O)CCO
M = 104.15 g/mol
HOMO-LUMO gap = 10.66 eV
HOMO = -0.3616 hartree

Atom charges from the natural (NBO) analysis, given in e for atoms 1 to 4: -0.609 -0.407 0.108 -0.751

Version c
Density functional theory data (wB97M-V/def2-TZVPD) for a cluster of 2 separate species, C5H12O2 in total.

Positions of all 19 atoms, in Å:
C (-2.166, -1.666, 0.866)
O (-1.417, -0.974, 0.048)
C (-0.350, -0.294, 0.327)
C (0.296, 0.518, -0.751)
C (0.446, 1.986, -0.330)
C (1.664, -0.071, -1.134)
O (1.569, -1.374, -1.658)
H (-1.771, -1.919, 1.844)
H (-2.436, 0.334, 1.799)
H (-2.982, -2.191, 0.396)
H (-1.877, 0.844, 1.707)
H (0.087, -0.421, 1.317)
H (-0.351, 0.448, -1.634)
H (0.940, 2.575, -1.111)
H (1.049, 2.070, 0.583)
H (-0.531, 2.434, -0.126)
H (2.128, 0.539, -1.916)
H (2.331, -0.037, -0.255)
H (1.051, -1.897, -1.031)

M = 104.15 g/mol
HOMO-LUMO gap (spin up / spin down) = 8.15 / 7.97 eV
HOMO (spin up / spin down) = -0.2778 / -0.2714 hartree

Atom charges from the natural (NBO) analysis, given in e for atoms 1 to 4: -0.187 -0.346 0.080 -0.320

Version d
Density functional theory data (wB97M-V/def2-TZVPD) for a structure of composition C5H12O2.

Positions of all 19 atoms, in Å:
C (-1.717, -0.756, 1.114)
O (-0.457, -0.472, 0.890)
C (-0.210, 0.316, -0.318)
C (-0.496, 1.779, -0.019)
C (1.235, 0.076, -0.719)
C (1.528, -1.336, -1.219)
O (1.596, -2.297, -0.189)
H (-2.482, 0.656, 1.665)
H (-2.145, 0.926, 2.309)
H (-1.720, -1.240, 2.118)
H (-0.906, -0.059, -1.077)
H (0.054, 2.105, 0.871)
H (-1.562, 1.959, 0.142)
H (-0.176, 2.393, -0.866)
H (1.885, 0.300, 0.137)
H (1.476, 0.795, -1.511)
H (0.779, -1.613, -1.981)
H (2.506, -1.349, -1.710)
H (0.812, -2.185, 0.364)

M = 104.15 g/mol
HOMO-LUMO gap = 9.36 eV
HOMO = -0.3223 hartree

Atom charges from the natural (NBO) analysis, given in e for atoms 1 to 4: 0.030 -0.529 0.091 -0.636

Result of the stability comparison: version c is the least stable of them.